Here is a molecular structure, C9H12Cl3CuF3N4O3PS5 in a non-equilibrium geometry from the OMol25 dataset. Energies are from ωB97M-V/def2-TZVPD.

```
41
Properties=species:S:1:pos:R:3:forces:R:3
Cu -0.0619 0.4786 -0.1410 0.1 0.1 0.9
S -0.6033 -2.2526 2.2692 0.3 0.1 -0.1
S 1.3848 -2.2582 2.1182 -0.1 -0.3 -0.4
S 2.0866 -3.4227 0.6356 -0.2 0.2 0.4
S 1.0984 -0.6895 -1.3452 0.2 -0.6 -1.7
F 0.9430 3.9902 3.4688 -0.1 0.0 -0.1
C 0.0255 3.7452 2.5051 0.3 -0.3 0.0
F 0.2079 4.7019 1.5611 0.0 -0.1 0.1
F -1.1809 3.9641 3.0507 0.0 0.0 0.0
S -1.1458 1.7210 1.1198 -1.6 1.6 0.7
O -1.9653 1.1198 2.1372 0.3 0.1 -0.1
O -1.7731 2.8260 0.3903 0.5 -0.5 0.3
O 0.2024 2.5107 2.0336 -0.4 0.2 -0.1
Cl 2.3901 3.0501 -1.9921 0.1 0.0 0.0
C 1.0052 3.3172 -3.0461 -0.1 -0.2 0.0
Cl 1.5036 4.2243 -4.4951 0.0 0.0 0.0
Cl -0.2762 4.1450 -2.1838 -0.1 0.0 0.1
C 0.4929 2.0105 -3.4845 0.2 0.2 -0.1
N 0.1294 0.9753 -3.8127 0.0 0.4 -0.4
C -2.5835 -2.0321 -4.4970 0.1 0.0 0.1
N -3.1251 -1.4159 -3.2869 -0.2 0.1 -0.1
C -3.4681 -2.4632 -2.3239 0.2 0.0 0.0
N -2.3366 -3.3206 -2.0087 0.0 0.1 0.1
C -1.8114 -3.9007 -3.2353 0.0 0.1 0.0
N -1.4363 -2.9075 -4.2527 0.0 0.0 0.0
C -0.2736 -2.1191 -3.8463 -0.2 0.3 -0.1
P -0.6501 -1.1337 -2.3346 0.5 -1.8 0.9
C -2.2942 -0.3543 -2.7410 0.4 0.2 0.0
C -1.3126 -2.5361 -1.3105 0.0 0.0 -0.4
H -2.2913 -1.2470 -5.1971 0.0 0.0 0.0
H -3.3753 -2.6379 -4.9416 0.0 0.0 0.0
H -4.2653 -3.0715 -2.7566 0.0 0.0 0.0
H -3.8289 -1.9998 -1.4052 0.0 0.0 0.0
H -2.5815 -4.5411 -3.6715 0.0 0.0 0.0
H -0.9355 -4.5039 -2.9961 0.0 0.0 0.0
H 0.0226 -1.4608 -4.6616 0.1 0.0 0.0
H 0.5709 -2.7612 -3.5902 0.0 -0.1 0.0
H -2.1853 0.4551 -3.4582 0.0 0.0 0.0
H -2.7139 0.0393 -1.8144 -0.1 0.0 0.0
H -1.7056 -2.1516 -0.3685 0.1 0.0 0.1
H -0.4432 -3.1553 -1.0746 0.0 0.0 0.2
```
Positions in Å, forces in eV/Å.

Output
Multiplicity: 2
E_LUMO (spin up / spin down) (hartree): 0.0674 / 0.0674
Charge: -1
Maximum force (eV/A): 2.35
E_tot (eV): -175457.109
HOMO (spin up / spin down) (eV): -3.45 / -4.24
Expectation value of S²: 0.756
Kohn-Sham gap (spin up / spin down) (Eh): 0.19414 / 0.22331